Formula: C5H10IN2S
Source: OMol25
Level of theory: ωB97M-V/def2-TZVPD

CARTESIAN COORDINATES (ANGSTROEM)
C1 1.5486 -1.3460 0.5564
H1 1.9191 2.0572 -0.5557
N1 0.0955 -1.3469 0.3281
H2 2.1223 0.3980 1.7531
C2 -0.2274 -0.4950 -0.8866
H3 -2.0429 2.7562 -1.0378
H4 -3.5511 2.0886 -1.1582
H5 3.1759 0.0586 0.4811
H6 -0.4247 -2.2360 0.1763
H7 -0.2739 -0.8483 1.1223
C3 2.1572 0.0829 0.6486
I1 -1.0929 -1.4202 -2.5546
C4 1.4792 1.0637 -0.3152
H8 1.7063 -2.2530 1.2869
N2 0.5633 0.6080 -1.0910
S1 -2.1343 0.6854 0.1540
C5 -2.5269 1.8042 -1.1743
H9 -2.4315 1.2394 -2.0734
H10 2.0414 -1.7833 -0.3055

Computed properties:
- charge = +1
- M (g mol⁻¹) = 257.1
- HOMO-LUMO gap (alpha / beta) (eV) = 7.31 / 7.31
- LUMO level (alpha / beta) (Ha) = -0.1900 / -0.1900
- ΔE to the lowest compared entry with this formula, charge and spin (eV) = 3.541
- strongest force on any atom (eV/A) = 4.48